Formula: C2H4IN
Source: the Open Molecules 2025 dataset
Level of theory: wB97M-V/def2-TZVPD

Output
Lowest unoccupied orbital energy ... 0.1 eV
Multiplicity ... 1
Gap between HOMO and LUMO ... 0.35431 Ha
SMILES ... [H]/N=C(/C)I
Relative energy (zero: lowest compared OMol25 entry of this formula, charge and spin) ... 154.9 kJ/mol

Each atom is followed by the atoms it is bonded to, with distances in Å.
Atoms and positions in Å:
1 I -2.4257 -0.3328 0.0494  C4 2.099
2 N -0.0453 1.6946 -0.0016  C4 1.480, H5 1.009
3 C 0.6183 -0.7019 0.0244  C4 1.412, H6 1.111, H7 1.171, H8 1.137
4 C -0.4133 0.2613 -0.0041  I1 2.099, N2 1.480, C3 1.412
5 H -0.8019 2.3622 -0.0205  N2 1.009
6 H 1.0405 -1.0841 -0.9300  C3 1.111
7 H 1.6696 -0.4577 0.4780  C3 1.171
8 H 0.3577 -1.7416 0.4045  C3 1.137

Formula: C2H4IN
Source: the Open Molecules 2025 dataset
Level of theory: wB97M-V/def2-TZVPD

Output
Lowest unoccupied orbital energy ... -0.6 eV
Multiplicity ... 1
Gap between HOMO and LUMO ... 0.27224 Ha
Relative energy (zero: lowest compared OMol25 entry of this formula, charge and spin) ... 418.6 kJ/mol

Each atom is followed by the atoms it is bonded to, with distances in Å.
Atoms and positions in Å:
1 I 0.6902 0.2724 -1.3331  N2 2.087, C4 2.178
2 N 1.7449 1.6494 -0.1720  I1 2.087, H6 1.016, H7 1.017
3 C -1.3710 -1.4332 0.1618  C4 1.312, H5 1.083, H8 1.082
4 C -0.7901 -0.2570 0.1742  I1 2.178, C3 1.312
5 H -2.0326 -1.6295 0.9961  C3 1.083
6 H 1.9620 1.2030 0.7140  N2 1.016
7 H 1.1196 2.4258 0.0267  N2 1.017
8 H -1.3231 -2.2309 -0.5677  C3 1.082